Version i
The following is a quantum chemistry calculation of an isolated molecule of H2N2P2, from OMol25.

Last column: Mulliken charge in e.
Positions of all 6 atoms, in Å:
N  1.31  -0.78  -0.44  -0.3964
N  -0.31  0.84  0.27  -0.3776
P  1.45  0.74  0.05  0.2843
P  -0.47  -0.90  0.22  0.1406
H  -0.80  1.45  0.97  0.2721
H  -1.18  -1.34  -1.07  0.0770

As for the SMILES: N1=P2=[P@H]1N2.


Version ii
The following is a quantum chemistry calculation of a cluster of 2 separate species, H2N2P2 in total, from OMol25.

Last column: Mulliken charge in e.
Positions of all 6 atoms, in Å:
N  1.22  0.98  0.45  -0.3867
N  -0.29  -0.62  -0.04  -0.3157
P  1.16  -0.65  0.71  0.3258
P  -0.04  1.06  -0.71  0.2082
H  -1.26  -2.76  -0.34  0.1146
H  -0.80  1.98  -0.06  0.0539


Most stable to least stable, the ends of the list are version i and version ii.


Version i
The following is a quantum chemistry calculation of a cluster of 2 separate species, C3H5N in total, from OMol25.

Last column: Mulliken charge in e.
Positions of all 9 atoms, in Å:
C  2.46  0.21  -0.84  0.0917
C  -1.25  0.75  -0.35  -0.3237
C  -1.04  -0.42  0.43  -0.7012
N  2.42  -0.55  0.00  -0.3623
H  2.52  0.98  -1.58  0.2734
H  -2.23  1.25  -0.04  0.1579
H  -1.91  -0.87  1.02  0.2936
H  -0.44  -0.01  1.24  0.2852
H  -0.53  -1.33  0.12  0.2854


Version ii
The following is a quantum chemistry calculation of an isolated molecule of C3H5N, from OMol25.

Last column: Mulliken charge in e.
Positions of all 9 atoms, in Å:
C  -0.11  -0.23  -0.02  0.6996
C  -1.39  -0.27  0.36  -0.7629
C  0.97  0.62  0.29  -0.6563
N  0.61  -0.99  -0.90  -0.6440
H  -2.01  -1.07  -0.03  0.2846
H  -1.77  0.47  1.05  0.2721
H  0.97  -0.52  -1.72  0.2455
H  1.97  0.31  0.54  0.2903
H  0.76  1.68  0.43  0.2710


Most stable to least stable, the ends of the list are version ii and version i.


Version i
The following is a quantum chemistry calculation of an isolated molecule of C3H5N, from OMol25.

Last column: Mulliken charge in e.
Positions of all 9 atoms, in Å:
C  -0.57  -0.02  0.13  0.3905
C  0.58  -0.86  -0.03  -0.5606
C  0.69  0.66  0.02  -0.4526
N  -2.03  -0.06  -0.09  -0.5638
H  0.96  -1.44  0.78  0.2119
H  0.65  -1.55  -0.85  0.2406
H  0.93  1.41  -0.79  0.2438
H  0.98  0.93  0.97  0.2348
H  -2.19  0.93  -0.14  0.2554

As for the SMILES: N=C1CC1.


Version ii
The following is a quantum chemistry calculation of an isolated molecule of C3H5N, from OMol25.

Last column: Mulliken charge in e.
Positions of all 9 atoms, in Å:
C  2.16  0.35  -0.08  -0.2647
C  -0.10  -0.69  0.33  -0.1470
C  -1.27  0.29  0.04  -0.8049
N  1.10  -0.27  -0.07  -0.0951
H  2.89  0.57  -0.85  0.2280
H  -0.26  -1.75  0.63  0.3346
H  -1.09  1.15  0.76  0.2255
H  -2.23  -0.30  0.25  0.2354
H  -1.21  0.65  -1.00  0.2882


Most stable to least stable, the ends of the list are version ii and version i.


Version i
The following is a quantum chemistry calculation of an isolated molecule of C3H5N, from OMol25.

Last column: Mulliken charge in e.
Positions of all 9 atoms, in Å:
C  0.20  0.91  0.38  0.0444
C  -0.68  -0.26  0.44  -0.1366
C  -0.38  -0.90  -0.71  -0.6209
N  1.46  1.08  0.43  -0.5328
H  1.98  0.33  -0.03  0.2379
H  -0.41  1.64  0.94  0.2853
H  -1.69  -0.18  0.84  0.2905
H  0.62  -1.08  -1.07  0.1710
H  -1.09  -1.54  -1.21  0.2611

As for the SMILES: [H]/N=C\C=C.


Version ii
The following is a quantum chemistry calculation of an isolated molecule of C3H5N, from OMol25.

Last column: Mulliken charge in e.
Positions of all 9 atoms, in Å:
C  1.35  -0.49  -0.61  -0.3504
C  0.01  -0.56  -0.08  0.3083
C  -0.75  0.67  0.46  -1.2871
N  0.47  -0.52  -1.51  -0.4705
H  2.35  -0.41  -0.47  0.3622
H  -0.21  -1.58  0.26  0.3275
H  -1.81  0.57  0.43  0.3500
H  -0.68  1.56  0.00  0.4323
H  -0.73  0.76  1.53  0.3277

As for the SMILES: C[C@@H]1C=N1.


Most stable to least stable, the ends of the list are version ii and version i.


Version i
The following is a quantum chemistry calculation of a cluster of 13 separate species, C4H33NO12 in total, from OMol25.

Last column: Mulliken charge in e.
Positions of all 50 atoms, in Å:
C  2.30  -2.38  -2.58  -1.0352
N  1.54  -1.59  -1.59  -0.2230
C  2.30  -1.11  -0.39  -0.4417
C  2.11  -1.20  2.07  -1.0464
C  1.63  -1.51  0.86  0.4418
H  3.22  -1.84  -2.86  0.3397
H  1.57  -2.38  -3.41  0.3485
H  2.59  -3.34  -2.21  0.3500
H  0.77  -2.18  -1.24  0.2592
H  3.39  -1.25  -0.37  0.4274
H  2.35  -0.01  -0.50  0.1192
H  1.72  -1.52  3.03  0.2786
H  3.09  -0.76  2.16  0.2819
H  0.74  -2.15  0.94  -0.0501
H  -0.75  -4.10  -0.10  0.3204
H  -1.68  -4.08  -1.27  0.2960
O  -0.79  -4.37  -1.04  -0.6356
H  -2.04  1.66  -2.25  0.3073
H  -3.17  2.49  -1.99  0.3469
O  -2.22  2.64  -2.25  -0.6869
H  1.77  3.18  -2.21  0.2936
H  0.77  3.85  -1.15  0.4990
O  1.67  3.91  -1.59  -0.7662
H  -3.47  -2.69  2.70  0.3462
H  -1.87  -2.77  2.77  0.3133
O  -2.67  -2.52  3.22  -0.6887
H  3.18  3.93  0.83  0.2967
H  2.80  3.15  -0.49  0.4195
O  3.35  3.13  0.33  -0.6940
H  0.48  0.85  -3.50  0.2777
H  0.42  -0.50  -2.68  0.3625
O  -0.11  0.20  -3.10  -0.6835
H  -0.60  -0.08  -0.80  0.0964
H  -1.39  0.08  0.51  0.4656
O  -1.18  -0.58  -0.20  -0.3892
H  -1.84  1.02  2.10  0.3533
H  -0.31  1.72  1.80  0.3743
O  -1.20  1.44  1.48  -0.8262
H  -1.12  3.35  -1.17  0.4235
H  -1.06  2.70  0.21  0.3941
O  -0.68  3.47  -0.28  -0.7501
H  0.14  3.69  1.86  0.3519
H  1.42  2.80  1.58  0.3493
O  0.73  3.01  2.22  -0.7255
H  -2.98  -2.42  -0.35  0.2665
H  -2.81  -1.55  0.87  0.4108
O  -3.22  -2.37  0.58  -0.7100
H  -3.49  -0.78  2.76  0.2969
H  -2.54  -0.16  3.80  0.3083
O  -2.90  -0.05  2.91  -0.6642


Version ii
The following is a quantum chemistry calculation of a cluster of 13 separate species, C4H33NO12 in total, from OMol25.

Last column: Mulliken charge in e.
Positions of all 50 atoms, in Å:
N  -0.94  -2.72  2.32  -0.5904
C  -1.53  -1.41  2.04  -0.3694
C  -2.23  -1.33  -1.79  -1.0555
C  -1.66  -1.50  -0.42  0.2747
C  -2.25  -1.22  0.73  -0.0090
H  -1.66  -3.38  2.55  0.2294
H  -0.34  -3.14  1.62  0.1928
H  -0.70  -0.71  2.10  -0.0631
H  -2.12  -1.22  2.92  0.4660
H  -2.95  -2.10  -2.08  0.3394
H  -2.77  -0.40  -1.94  0.1990
H  -1.45  -1.37  -2.54  0.1973
H  -0.64  -1.83  -0.42  -0.0497
H  -3.17  -0.66  0.68  0.3064
H  -2.83  1.80  -0.82  0.4178
H  -4.32  1.92  -0.76  0.2738
O  -3.62  1.27  -0.81  -0.5524
H  -0.39  1.98  5.03  0.2621
H  -0.84  1.59  3.59  0.3238
O  -0.18  1.39  4.30  -0.6410
H  2.17  -2.52  -3.06  0.3380
H  1.24  -2.87  -1.90  0.2833
O  1.20  -2.56  -2.82  -0.7143
H  2.10  -0.92  4.25  0.3462
H  1.31  0.31  4.24  0.3344
O  2.21  0.00  3.97  -0.6606
H  1.21  3.75  -0.38  0.2799
H  1.60  2.48  0.42  0.3913
O  1.38  2.83  -0.49  -0.6266
H  1.08  -0.55  -1.46  -0.0784
H  2.56  -0.13  -1.11  0.4213
O  1.84  -0.67  -0.82  -0.2940
H  -1.95  2.86  0.18  0.1920
H  -1.93  4.07  1.01  0.2566
O  -1.51  3.20  0.96  -0.5257
H  2.30  1.02  -2.89  0.3695
H  3.05  1.86  -1.88  0.3335
O  3.18  1.10  -2.45  -0.7532
H  2.22  0.95  2.11  0.2861
H  2.36  0.25  0.70  0.3413
O  2.46  1.09  1.18  -0.6977
H  2.19  -2.28  -0.14  0.3277
H  2.24  -3.36  0.81  0.3550
O  2.16  -3.25  -0.15  -0.6703
H  0.72  -0.88  -3.50  0.3219
H  0.90  0.35  -4.44  0.2830
O  0.58  0.08  -3.55  -0.5804
H  -0.18  2.36  -1.13  0.4366
H  -1.03  1.96  -2.36  0.2512
O  -1.05  2.51  -1.58  -0.6994


Most stable to least stable, the ends of the list are version ii and version i.